Record 1
An isolated molecule of C3H4Br2Cl2O at a distorted geometry. Source: the OMol25 dataset; level of theory: ωB97M-V with the def2-TZVPD basis set.

```
12
Properties=species:S:1:pos:R:3
O 1.028 0.021 1.429
C 0.019 -0.273 0.566
Cl 0.383 -1.948 -0.235
C -0.105 0.815 -0.565
Br -0.503 2.508 0.261
C -1.279 0.676 -1.758
Cl -2.888 1.099 -1.112
Br -0.731 1.949 -3.100
H 1.148 -0.393 2.319
H -0.981 -0.265 0.870
H 0.765 0.704 -1.196
H -1.381 -0.322 -2.198
```

DFT total energy ... -6260.3281 Eh
SMILES ... O[C@H](Cl)[C@H](Br)[C@@H](Cl)Br
HOMO-LUMO gap ... 0.396 Eh
Energy relative to the best compared isomer or geometry (same formula, charge and spin) ... 9.80 kcal per mole
HOMO level ... -10.367 eV

Now the Mulliken charges, all in e: -0.458 0.023 -0.236 -0.730 0.009 -0.179 -0.113 -0.054 0.340 0.412 0.546 0.440



Record 2
A structure of composition C16H19BHfNO2PS at a distorted geometry. Source: the OMol25 dataset; level of theory: ωB97M-V with the def2-TZVPD basis set.

```
42
Properties=species:S:1:pos:R:3
C 4.262 -2.886 0.202
C 3.496 -1.641 0.707
P 3.830 -0.099 -0.289
C 4.556 1.145 0.870
C 2.196 0.620 -0.754
C 1.946 1.058 -2.047
C 0.726 1.608 -2.392
C -0.275 1.743 -1.463
C -0.013 1.306 -0.169
C 1.195 0.746 0.218
S -1.369 1.468 1.002
C -2.690 1.107 0.030
C -3.875 0.346 0.560
C -3.869 -0.068 1.913
B -2.993 -1.461 2.076
O -3.346 -2.586 1.373
O -1.933 -1.449 2.908
C -4.917 0.058 -0.337
C -4.819 0.485 -1.619
C -3.682 1.235 -2.122
C -2.629 1.550 -1.321
N -1.533 2.328 -1.794
H 3.902 -3.739 0.771
H 5.336 -2.819 0.546
H 4.190 -3.072 -0.869
H 3.747 -1.433 1.751
H 2.441 -1.902 0.718
H 4.924 1.972 0.267
H 5.334 0.695 1.483
H 3.768 1.547 1.504
H 2.720 0.957 -2.792
H 0.592 1.945 -3.409
H 1.326 0.449 1.249
H -4.874 -0.308 2.264
H -3.362 0.671 2.540
H -3.000 -2.537 0.472
H -1.195 -1.955 2.556
H -5.760 -0.513 0.021
H -5.642 0.251 -2.282
H -3.698 1.566 -3.151
H -1.592 3.204 -1.264
Hf 6.579 -1.594 0.077
```

DFT total energy ... -1636.9363 Eh
HOMO-LUMO gap ... 0.186 Eh
Net charge ... +4
Energy relative to the best compared isomer or geometry (same formula, charge and spin) ... 0.00 kcal per mole
HOMO level ... -20.843 eV

Now the Mulliken charges, all in e: -0.906 -0.672 0.302 -0.994 0.304 -0.647 -0.635 -0.092 0.236 -0.450 0.007 1.262 0.740 -1.112 0.611 -0.444 -0.473 -0.905 -0.530 -0.270 -0.411 -0.396 0.447 0.213 0.429 0.495 0.398 0.372 0.444 0.315 0.464 0.530 0.555 0.505 0.435 0.328 0.322 0.525 0.469 0.559 0.401 1.266



Record 3
A cluster of 11 separate species, C34H60BN10O2P in total at a distorted geometry. Source: the OMol25 dataset; level of theory: ωB97M-V with the def2-TZVPD basis set.

```
108
Properties=species:S:1:pos:R:3
C 3.966 -1.246 -0.503
C 4.460 0.173 -0.802
C 3.333 1.177 -1.058
C 2.204 1.135 0.015
C 2.856 1.300 1.390
B 1.163 2.247 -0.399
C 0.384 1.987 -1.779
C -1.045 1.477 -1.632
O -1.608 1.714 -0.309
C -2.974 1.667 -0.376
O -3.654 2.695 -0.367
C -3.608 0.298 -0.454
C -3.835 -0.303 0.937
P 0.862 3.840 0.499
C 0.878 3.722 2.339
C -0.060 2.685 2.988
C -0.642 4.742 -0.075
C -1.699 4.857 1.028
H 3.278 -1.246 0.332
H 3.464 -1.628 -1.389
H 4.817 -1.872 -0.261
H 5.144 0.152 -1.649
H 5.052 0.504 0.049
H 3.760 2.180 -1.017
H 2.949 1.022 -2.064
H 1.739 0.151 -0.073
H 2.065 1.266 2.136
H 3.555 0.514 1.652
H 3.336 2.273 1.439
H 0.921 1.219 -2.327
H 0.406 2.865 -2.419
H -1.124 0.418 -1.861
H -1.677 1.999 -2.352
H -4.564 0.444 -0.942
H -2.990 -0.334 -1.083
H -3.978 -1.373 0.838
H -4.768 0.084 1.334
H -3.016 -0.103 1.617
H 1.910 3.573 2.626
H 0.625 4.712 2.710
H -0.935 3.137 3.440
H -0.355 1.946 2.251
H 0.473 2.164 3.781
H -0.390 5.755 -0.374
H -1.075 4.241 -0.932
H -2.591 5.320 0.615
H -1.998 3.870 1.365
H -1.331 5.408 1.887
C 6.238 -3.867 2.682
C 5.643 -2.549 2.841
N 5.150 -1.522 2.992
H 5.524 -4.541 2.212
H 7.126 -3.803 2.056
H 6.513 -4.260 3.660
C 3.431 -7.319 2.382
C 4.005 -6.779 1.156
N 4.442 -6.366 0.174
H 3.292 -8.393 2.273
H 4.093 -7.118 3.224
H 2.465 -6.856 2.570
C -4.872 5.599 3.301
C -4.378 5.947 4.628
N -3.989 6.221 5.673
H -4.471 4.633 2.999
H -5.958 5.548 3.312
H -4.557 6.352 2.581
C -4.682 1.610 -4.527
C -3.929 0.366 -4.410
N -3.330 -0.609 -4.304
H -4.006 2.425 -4.778
H -5.437 1.520 -5.305
H -5.172 1.833 -3.582
C 0.709 -8.828 -0.833
C 1.279 -9.229 0.447
N 1.727 -9.542 1.457
H -0.261 -9.301 -0.967
H 0.589 -7.747 -0.859
H 1.372 -9.133 -1.640
C 1.691 -1.000 4.193
C 0.670 -1.473 3.265
N -0.133 -1.842 2.530
H 2.662 -1.407 3.915
H 1.742 0.086 4.154
H 1.447 -1.312 5.207
C 2.981 0.245 -5.193
C 2.246 1.503 -5.120
N 1.664 2.491 -5.054
H 2.348 -0.527 -5.625
H 3.866 0.371 -5.813
H 3.286 -0.061 -4.193
C 5.727 -1.238 6.967
C 5.686 -2.633 6.546
N 5.661 -3.730 6.206
H 4.952 -0.677 6.448
H 5.563 -1.172 8.040
H 6.697 -0.811 6.725
C -8.643 2.635 -2.728
C -8.175 2.633 -4.109
N -7.806 2.632 -5.197
H -9.650 3.044 -2.682
H -8.653 1.618 -2.341
H -7.982 3.245 -2.116
C -4.670 -1.374 -7.452
C -5.689 -2.113 -8.190
N -6.491 -2.696 -8.769
H -3.684 -1.615 -7.842
H -4.842 -0.304 -7.556
H -4.707 -1.640 -6.398
```

DFT total energy ... -2395.6577 Eh
SMILES ... CCC[C@@H](C)B(CCOC(=O)CC)P(CC)CC.CC#N.CC#N.CC#N.CC#N.CC#N.CC#N.CC#N.CC#N.CC#N.CC#N
HOMO-LUMO gap ... 0.288 Eh
Energy relative to the best compared isomer or geometry (same formula, charge and spin) ... 7.61 kcal per mole
HOMO level ... -7.630 eV

Mulliken atomic charge list, values in e, 99 entries: -0.939 -0.635 -0.407 0.941 -0.978 -0.146 -0.638 -0.815 0.375 0.136 -0.607 -0.243 -1.380 -0.313 -0.936 -1.024 -0.311 -1.220 0.129 0.271 0.360 0.549 0.312 0.276 -0.229 0.169 -0.437 0.374 0.302 0.159 0.413 0.377 0.477 0.286 0.323 0.383 0.352 0.300 0.649 0.748 0.310 0.223 0.243 0.590 0.182 0.391 0.016 0.477 -0.607 0.403 -0.439 -0.020 0.315 0.338 -0.896 0.429 -0.476 0.392 0.314 0.281 -0.610 0.310 -0.380 0.135 0.323 0.230 -0.698 0.479 -0.536 0.289 0.374 0.126 -0.812 0.403 -0.468 0.319 0.262 0.267 -0.397 0.424 -0.507 0.026 0.077 0.401 -0.520 0.427 -0.436 0.267 0.306 0.029 -0.717 0.370 -0.420 0.193 0.322 0.262 -0.790 0.420 -0.437



Record 4
A structure of composition C41H42BeGeP2Si. Source: the OMol25 dataset; level of theory: ωB97M-V with the def2-TZVPD basis set.

```
88
Properties=species:S:1:pos:R:3
Be -5.939 -10.725 -15.544
C -6.591 -8.450 -18.619
Si -5.867 -8.931 -16.914
C -6.419 -7.476 -15.765
C -6.638 -6.146 -16.185
C -7.080 -5.162 -15.317
C -7.313 -5.469 -13.975
C -7.107 -6.761 -13.531
C -6.674 -7.747 -14.418
P -6.268 -9.419 -13.786
C -7.781 -9.989 -12.955
C -9.031 -9.483 -13.321
C -10.190 -9.988 -12.775
C -10.118 -10.997 -11.825
C -8.881 -11.524 -11.457
C -7.717 -11.048 -12.030
C -5.132 -8.896 -12.440
C -5.462 -8.881 -11.078
C -4.624 -8.258 -10.162
C -3.431 -7.683 -10.586
C -3.091 -7.698 -11.930
C -3.921 -8.325 -12.832
C -3.976 -8.741 -17.229
C -3.405 -7.669 -17.960
C -2.084 -7.678 -18.355
C -1.287 -8.805 -18.120
C -1.809 -9.864 -17.410
C -3.130 -9.812 -16.923
P -3.768 -11.064 -15.789
C -3.361 -12.619 -16.605
C -4.232 -13.046 -17.602
C -3.938 -14.175 -18.343
C -2.800 -14.911 -18.068
C -1.924 -14.490 -17.074
C -2.215 -13.353 -16.323
C -2.636 -10.978 -14.366
C -1.637 -10.016 -14.271
C -0.821 -9.954 -13.147
C -0.982 -10.846 -12.100
C -1.976 -11.804 -12.174
C -2.819 -11.854 -13.279
H -6.315 -7.453 -18.964
H -6.248 -9.170 -19.356
H -7.687 -8.509 -18.570
H -6.454 -5.876 -17.213
H -7.225 -4.153 -15.677
H -7.664 -4.733 -13.265
H -7.276 -7.010 -12.489
H -9.110 -8.688 -14.051
H -11.165 -9.598 -13.048
H -11.013 -11.414 -11.365
H -8.808 -12.321 -10.728
H -6.758 -11.484 -11.780
H -6.395 -9.317 -10.748
H -4.903 -8.234 -9.128
H -2.780 -7.186 -9.874
H -2.184 -7.222 -12.278
H -3.647 -8.310 -13.886
H -3.986 -6.798 -18.236
H -1.654 -6.827 -18.884
H -0.251 -8.858 -18.458
H -1.194 -10.729 -17.229
H -5.154 -12.503 -17.780
H -4.617 -14.487 -19.142
H -2.573 -15.802 -18.636
H -1.037 -15.055 -16.865
H -1.540 -13.026 -15.537
H -1.488 -9.304 -15.073
H -0.042 -9.204 -13.071
H -0.332 -10.805 -11.255
H -2.109 -12.527 -11.369
H -3.611 -12.604 -13.301
C -7.639 -12.193 -18.665
Ge -8.393 -12.084 -16.864
C -9.434 -10.462 -16.688
C -9.682 -13.574 -16.719
C -6.981 -12.186 -15.502
H -8.437 -12.119 -19.409
H -7.138 -13.142 -18.840
H -6.921 -11.388 -18.833
H -10.117 -10.336 -17.530
H -8.811 -9.583 -16.601
H -10.017 -10.546 -15.768
H -10.454 -13.405 -17.454
H -10.143 -13.560 -15.730
H -9.214 -14.543 -16.882
H -6.464 -13.136 -15.703
H -7.498 -12.351 -14.548
```

DFT total energy ... -4651.4821 Eh
HOMO-LUMO gap ... 0.290 Eh
Energy relative to the best compared isomer or geometry (same formula, charge and spin) ... 0.00 kcal per mole
HOMO level ... -7.284 eV

Now the Mulliken charges, all in e: -1.127 -1.445 1.659 0.320 -0.653 -0.850 -0.884 -0.360 -0.434 1.599 0.250 -1.041 -0.643 -0.673 -0.681 -0.284 0.655 -0.426 -0.721 -0.655 -0.649 -0.311 0.141 -0.748 -0.886 -0.612 -0.535 -0.342 2.082 0.536 -0.444 -0.659 -0.611 -0.703 -0.411 0.571 -0.861 -0.542 -0.620 -0.732 -0.675 0.473 0.466 0.361 0.307 0.434 0.417 0.499 0.474 0.464 0.381 0.433 0.520 0.420 0.473 0.369 0.475 0.210 0.320 0.391 0.395 0.502 -0.065 0.396 0.386 0.445 0.401 0.220 0.420 0.424 0.400 0.492 -1.062 0.520 -0.572 -1.369 -0.319 0.422 0.291 0.127 0.503 -0.072 0.205 0.403 0.349 0.359 0.737 0.582



Q: What is the energy relative to the best compared isomer or geometry (same formula, charge and spin) in the fourth record?
A: 0.00 kcal per mole